ORCA calculation (ωB97M-V with the def2-TZVPD basis set) on C27H21CoN8O8S3 as an isolated structure in a non-equilibrium geometry.

Geometry as XYZ:
```
68
Properties=species:S:1:pos:R:3:forces:R:3:lowdin_spin:R:1
Co 0.4356 2.2391 0.2779 -0.09 -0.26 -0.34 0.9784
O 4.4207 6.2035 -0.1679 0.06 0.22 -0.05 0.0000
C 5.0083 5.0400 0.0225 0.09 -0.20 -0.01 0.0000
O 6.2022 4.9202 0.1512 -0.01 0.01 0.01 0.0000
C 4.1166 3.8498 0.0770 -0.17 0.03 0.01 0.0005
C 4.5344 2.5431 0.2400 0.15 0.12 -0.04 0.0006
N 3.4396 1.7688 0.2571 0.10 -0.22 0.08 0.0016
N 2.3353 2.4952 0.1144 0.23 0.35 0.03 0.0033
C 2.7152 3.7577 0.0046 0.10 -0.02 -0.06 0.0016
C 1.5820 4.7282 -0.1532 -0.13 0.06 -0.02 0.0016
O 1.8144 5.9268 -0.3221 0.01 -0.17 0.03 0.0015
O 0.4358 4.1679 -0.0964 -0.02 0.17 0.04 -0.0013
H 3.4265 6.1380 -0.2671 -0.06 0.01 0.05 0.0000
H 5.5360 2.1551 0.3304 -0.08 -0.05 0.00 0.0000
H 3.3710 0.7642 0.3522 -0.13 0.03 -0.03 0.0016
C -3.6616 3.1104 -0.0964 -0.01 -0.01 0.03 0.0005
C -2.2920 3.1754 0.0630 -0.13 0.02 0.07 0.0087
N -1.5193 2.0721 0.0900 -0.42 0.17 -0.08 0.0161
C -2.1219 0.8942 -0.0795 0.01 -0.26 -0.06 0.0069
C -3.4885 0.7348 -0.2863 -0.10 0.23 -0.02 0.0000
C -4.2777 1.8766 -0.2560 0.15 -0.06 -0.09 -0.0003
C -4.0477 -0.6180 -0.4377 0.08 -0.26 -0.07 0.0002
C -3.5527 -1.6191 -1.1760 -0.13 0.19 0.02 0.0001
C -2.5276 -1.5477 -2.2368 0.33 -0.18 -0.32 0.0005
C -1.8986 -2.6988 -2.6993 -0.12 0.10 0.21 0.0003
C -1.0042 -2.5672 -3.7567 0.05 -0.12 -0.05 0.0000
N -0.7859 -1.3929 -4.3452 0.07 0.03 0.00 0.0009
C -1.4399 -0.3577 -3.8357 0.00 0.11 0.09 0.0010
N -2.2820 -0.3634 -2.8159 -0.17 0.21 0.17 0.0007
H -4.2378 4.0255 -0.0922 0.02 -0.01 0.00 0.0000
H -1.7945 4.1223 0.2010 0.16 0.01 -0.05 0.0000
H -1.5105 0.0078 -0.0251 0.09 0.04 -0.10 0.0008
H -5.3511 1.8023 -0.3867 0.02 0.02 0.01 0.0000
H -4.9398 -0.8134 0.1504 0.10 -0.09 0.09 0.0000
H -3.9960 -2.6021 -1.0591 -0.09 0.04 -0.03 0.0000
H -2.0911 -3.6605 -2.2431 0.11 -0.06 -0.05 0.0001
H -0.4459 -3.4140 -4.1437 -0.03 -0.18 0.17 0.0000
H -1.2662 0.6049 -4.3096 -0.01 -0.02 0.02 0.0000
O 1.7413 -7.4229 -2.7156 -0.06 0.08 0.08 -0.0019
S 0.6411 -6.4915 -2.8999 -0.04 -0.31 0.33 -0.0003
O 0.9534 -5.3677 -3.7628 -0.02 0.42 -0.02 0.0002
O -0.6427 -7.1113 -3.1924 -0.05 0.08 0.12 -0.0017
C 0.3894 -5.7738 -1.2068 0.10 -0.22 -0.86 -0.0068
N 0.0147 -6.6422 -0.2657 -0.03 0.33 0.37 0.0873
C -0.2125 -6.0902 0.9338 0.06 -0.26 -0.51 0.0054
C -0.0716 -4.7460 1.1832 0.06 0.46 0.26 0.0614
C 0.3517 -3.9096 0.1292 -0.21 -0.75 -0.28 0.0430
N 0.5694 -4.4709 -1.0875 -0.04 0.14 0.34 0.0704
C 0.5152 -2.4939 0.2380 0.09 0.17 0.02 0.2151
C 0.2295 -1.7602 1.4257 -0.05 0.07 -0.14 0.0472
C 0.3188 -0.4041 1.4404 -0.06 -0.24 0.03 0.0838
N 0.6831 0.3568 0.3584 0.22 -0.28 0.36 0.1916
C 1.0224 -0.3517 -0.7782 -0.07 -0.10 -0.27 0.1069
C 0.9557 -1.7086 -0.8718 -0.12 0.07 0.13 0.0420
H -0.5337 -6.7783 1.7106 0.02 0.07 0.07 -0.0014
H -0.2785 -4.3440 2.1683 0.01 -0.10 -0.04 0.0050
H -0.0967 -2.2604 2.3279 0.05 0.03 0.01 0.0025
H 0.0550 0.1292 2.3364 0.02 0.19 0.16 0.0054
H 1.3099 0.2424 -1.6418 0.03 0.00 0.05 0.0095
H 1.2064 -2.2156 -1.7936 0.05 0.05 -0.02 0.0007
C 0.8210 2.9892 5.8109 0.25 0.05 -0.04 0.0071
O -0.4209 2.6589 5.1757 -0.35 -0.10 -0.10 0.0230
C -0.4952 2.4958 3.8630 1.26 0.48 0.54 0.0547
S -2.0115 2.0487 3.3016 -0.25 -0.12 -0.42 0.7302
S 0.7849 2.7423 2.8200 -0.71 -0.15 0.28 0.1901
H 1.4093 2.0853 5.9597 -0.03 -0.04 -0.05 0.0000
H 0.5552 3.4260 6.7682 -0.08 -0.05 -0.01 0.0006
H 1.3950 3.6991 5.2215 -0.06 0.05 -0.06 0.0028
```
Forces are in eV/Å.

Results
Molecular weight: 740.647 g/mol
E: -126774.826 eV
Energy above the lowest of the compared OMol25 structures with the same formula, charge and spin: 69.93 kcal/mol
HOMO energy (spin up / spin down): -3.2580 / -5.1402 eV
Charge: -1
2S+1: 4
E_LUMO (spin up / spin down): 0.03347 / -0.08013 Eh